Entry 1:
This record from OMol25 describes 6 unconnected molecules or ions with the total composition C16H39F3N7O7. The level of theory is ωB97M-V/def2-TZVPD.

## Properties
Kohn-Sham gap   0.1944 Ha
Total charge   -1
E_HOMO   -3.127 eV

Geometry as XYZ:
```
72
Properties=species:S:1:pos:R:3:forces:R:3:lowdin_charge:R:1
O 0.2387 0.8371 0.5353 1.0091 0.9317 0.9450 0.247
H 0.3327 0.3117 -0.2627 0.4790 -0.9682 -3.2544 0.065
H 0.3701 0.2283 1.2658 -0.0869 -1.1197 1.2881 0.085
H -0.6642 1.1615 0.5698 -1.9614 0.7202 0.1141 0.098
C -3.2103 1.9722 0.6867 1.3333 -3.0287 -1.3051 -0.392
O -1.9343 2.6308 0.9743 -0.3887 0.9720 -0.7807 -0.169
O -2.9603 0.6589 0.2886 -0.6642 2.4499 1.7113 -0.224
C -3.9628 2.2502 2.0318 1.3566 -0.9036 -1.3794 -0.662
F -5.1833 1.8684 2.1287 -3.1581 -1.5731 -0.7334 0.192
F -3.3612 1.6783 3.0755 1.0066 -0.8461 1.0287 0.115
F -4.0064 3.5209 2.3161 0.4809 2.9977 0.1766 0.161
C -1.6350 3.8278 0.2217 1.1829 -0.3572 1.1828 -0.224
C -0.1539 4.1243 0.5704 -0.5173 1.1018 -1.1295 -0.071
H 0.4772 3.2373 0.5154 -0.1108 0.2251 -0.4308 0.065
H 0.0671 4.8870 -0.1763 0.8413 -0.2554 -0.4680 0.068
H 0.1417 4.6553 1.4752 -0.9116 -0.2837 0.4333 0.047
H -2.2699 4.7020 0.3659 -0.3342 0.0119 1.2414 0.107
H -1.7809 3.7679 -0.8569 0.4554 -1.1787 -0.2681 0.116
H -3.6659 2.4551 -0.1777 -0.5649 0.9177 0.2871 0.138
C 3.2892 0.2842 -1.2639 -0.5464 -0.1189 0.2183 -0.060
C 2.7073 -1.0821 -1.8121 -0.8526 1.9798 0.4647 -0.466
C 3.3226 -2.1496 -0.8723 -1.5316 0.1475 -0.6764 -0.146
C 2.6965 -3.5342 -1.1384 0.5196 0.5800 0.0747 -0.176
C 1.1674 -3.4677 -0.8727 1.2616 0.0659 -0.0662 -0.144
C 0.4283 -2.3430 -1.6655 0.5814 -0.5014 0.9194 -0.474
N 1.1881 -1.0545 -1.6295 1.1214 0.0304 1.0299 -0.187
O 0.4874 0.1130 -2.1538 0.7398 -1.4317 0.7511 -0.295
C -0.8479 -2.0582 -0.8312 -0.0528 -0.1196 -0.6286 -0.031
C 0.2394 -2.9017 -3.0981 -0.7417 1.0569 -0.1387 -0.033
C 3.1814 -1.1220 -3.2644 0.7486 -0.9178 -0.8128 -0.059
H 2.8865 0.5070 -0.2758 -0.4496 0.0265 0.0085 0.058
H 3.1183 1.1457 -1.9095 -0.3814 -0.1847 -0.0722 0.073
H 4.3619 0.2775 -1.0707 0.3084 -0.5498 -0.3728 0.064
H 2.9967 -1.9249 0.1433 0.0147 0.4668 0.1814 0.098
H 4.3972 -1.9678 -0.8929 0.2020 -0.8544 -0.2272 0.107
H 3.1973 -4.2502 -0.4866 -0.1969 -0.3057 0.1261 0.093
H 2.9230 -3.8491 -2.1570 -0.1653 -0.0624 -0.1650 0.092
H 0.9903 -3.4094 0.2012 0.1577 0.6011 0.2405 0.091
H 0.7532 -4.4508 -1.0966 -0.2817 0.0281 -0.4897 0.106
H -0.6105 -1.5580 0.1077 0.2827 0.2747 -0.3810 0.044
H -1.3078 -2.9601 -0.4273 -0.3019 -0.4053 -0.6385 0.079
H -1.5444 -1.4528 -1.4113 -0.1484 -0.1717 0.2491 0.064
H 1.1933 -3.1415 -3.5680 0.0437 0.2618 0.0704 0.055
H -0.2661 -2.0991 -3.6351 0.2780 0.1239 -0.4412 0.077
H -0.3927 -3.7745 -3.2618 -0.1647 -0.2061 0.6976 0.070
H 3.0898 -2.0821 -3.7724 -0.6251 -0.2561 0.1250 0.054
H 4.2585 -0.9919 -3.3699 0.3838 0.3649 0.5250 0.068
H 2.7642 -0.3698 -3.9339 -0.5245 0.0734 0.4617 0.082
C 0.1655 1.9799 4.0662 3.7560 -1.1098 -0.1402 -0.800
O 1.2687 1.6422 4.4658 1.4387 -0.0286 0.9454 0.005
N -0.1194 3.1312 3.5451 -0.7930 5.7609 -0.4909 0.170
N -0.7602 1.1499 3.7786 -3.3771 -3.4587 0.3477 0.197
H 0.4997 3.9246 3.6310 0.1186 -0.4087 0.3237 0.115
H -1.0919 3.4016 3.5776 0.0858 0.1204 -0.5351 0.113
H -1.6577 1.5686 3.5805 -0.0289 -1.2786 -0.3570 0.083
H -0.5637 0.1741 3.9498 -0.6855 0.1409 -0.0559 0.116
C -3.3037 1.0124 -3.3760 -0.6249 0.4240 -4.4772 -0.888
O -3.1765 1.2915 -4.5533 0.8389 0.8932 -2.4278 -0.005
N -4.4660 0.8470 -2.8961 -7.1877 -0.0013 2.1083 0.156
N -2.4321 0.6851 -2.5647 7.6355 -1.3762 4.0432 0.201
H -4.5722 0.5269 -1.9441 -0.3973 -0.0937 -0.2626 0.105
H -5.2067 0.8586 -3.5827 -0.1047 0.0747 0.6372 0.113
H -2.5577 0.5823 -1.5678 -0.3970 -0.0763 0.5340 0.057
H -1.4824 0.5362 -2.8745 0.4172 0.2313 0.0948 0.089
C 1.1404 -1.8908 2.9295 -1.5691 2.6379 -0.3173 -0.763
O 0.2393 -1.3713 2.2789 -0.3801 0.0096 -1.1161 0.022
N 1.0795 -3.0079 3.5627 -1.8738 -4.7064 0.9142 0.175
N 2.2035 -1.2771 3.3176 4.2432 2.8754 0.2325 0.188
H 1.7811 -3.2088 4.2609 -0.8067 -0.6603 -0.2784 0.117
H 0.2374 -3.5297 3.3660 0.3770 -0.4844 0.6447 0.132
H 2.8064 -1.7632 3.9660 0.2672 0.8057 -0.4295 0.115
H 2.4615 -0.3709 2.9537 -0.0782 -0.1005 0.3707 0.125
```
Forces are in eV/Å.

---

Entry 2:
This record from OMol25 describes a molecular structure, C16H39FeN6O2S4SbSi4Te. The level of theory is ωB97M-V/def2-TZVPD.

## Properties
Energy above the lowest of the compared OMol25 structures with the same formula, charge and spin   348.18 kJ/mol
Kohn-Sham gap (spin up / spin down)   0.1982 / 0.1554 Ha
<S²>   6.281
Spin multiplicity   5
Total charge   -2
E_HOMO (spin up / spin down)   -1.796 / -0.647 eV

Geometry as XYZ:
```
74
Properties=species:S:1:pos:R:3:forces:R:3:lowdin_charge:R:1
Fe 0.2361 -4.0697 -0.7504 -0.6867 0.5273 0.1449 -0.397
N 1.5707 -2.7823 -1.7765 0.6550 -0.3057 -1.3065 -0.027
N 0.8215 -1.6009 -1.9445 -0.5147 0.8019 -0.9470 -0.015
C -0.4273 -1.7789 -2.5106 -0.0266 -1.0574 1.9890 -0.360
N -1.0439 -0.6160 -2.8920 0.4994 -0.7932 -1.0692 0.161
N -0.9234 -3.0686 -2.2742 -1.2397 4.1352 -1.7380 -0.011
N -2.2870 -3.0175 -2.5365 -0.3895 -1.0290 -0.5380 -0.055
O -2.7767 -9.5146 0.1463 0.4790 -0.2529 0.7068 -0.018
O -2.7000 -2.3195 -3.4612 0.5241 -1.0925 1.0200 -0.107
H 2.4723 -2.5754 -1.3727 -0.0475 0.2551 0.4065 0.109
H 1.7725 -3.1427 -2.7286 -0.0337 -0.0318 0.7254 0.119
H 1.2824 -0.6883 -1.8361 -0.5568 -0.7145 -0.2359 0.161
H -0.2613 -0.0227 -3.1517 -1.0588 0.9113 0.0053 0.098
H -1.9490 -0.6039 -3.4629 2.3611 -0.2566 1.3454 0.133
S -0.5464 -3.3390 1.0989 -1.1872 1.0933 1.7838 -0.194
Sb -0.2357 -5.1538 2.5643 0.7966 -0.0249 -0.4575 0.263
S -0.1728 -7.6811 -1.8636 -0.5463 -0.7419 -0.4920 0.383
S 0.7679 -6.0187 -1.1472 1.6218 -2.3815 -0.6201 -0.009
S -2.0599 -6.3514 3.0975 -0.4247 0.1517 0.0156 -0.338
C -2.8209 6.0463 1.8192 -0.0414 0.2875 1.5349 -0.259
Si -1.3920 6.4998 0.6319 0.6194 -2.7833 -0.6623 0.368
C -2.2256 6.5816 -1.0600 -0.7180 0.6478 -0.5933 -0.282
C -0.3543 7.9658 1.1018 0.8728 -0.0503 0.4250 -0.252
Si 0.0678 4.4691 0.2225 0.4211 1.8141 0.3011 -0.228
Te -1.6364 2.9350 -0.1642 -1.2985 -1.6037 -0.7193 0.108
Si 1.4430 4.9283 -1.7608 -1.0101 0.3118 1.3234 0.380
C 0.4914 5.5703 -3.2737 0.3685 -0.0814 -0.6005 -0.234
C 2.5599 6.3994 -1.2948 -0.6574 -0.0625 0.8277 -0.243
C 2.5458 3.4637 -2.1512 0.2914 0.5207 -1.8767 -0.235
Si 1.3175 3.5745 2.0449 -1.3059 0.2614 -0.9811 0.298
C 2.5049 4.9259 2.5299 -0.7216 0.6290 0.5515 -0.242
C 0.1739 3.0392 3.4697 1.2841 1.9719 -0.1100 -0.214
C 2.2665 2.1602 1.3048 0.6414 -1.2378 1.9799 -0.249
H -2.7077 5.0589 2.3257 -0.0055 0.4171 -0.8401 0.010
H -3.8451 6.1156 1.4069 0.6109 -0.2012 -0.1549 0.019
H -2.8470 6.7287 2.6961 0.1405 0.0532 -0.3638 0.008
H -1.8542 5.8645 -1.8067 0.2066 0.2182 0.4643 -0.033
H -2.1488 7.6157 -1.5281 -0.5717 -1.0718 0.5202 0.035
H -3.2712 6.2071 -0.8618 0.7912 0.9105 -0.4748 0.024
H -0.8705 8.7194 1.6728 -0.0834 0.3736 0.4595 0.005
H 0.0545 8.4483 0.2292 -0.0033 0.2228 -0.6291 0.003
H 0.5602 7.5952 1.6231 -0.8365 0.3320 0.0518 0.017
H 0.4353 6.6454 -3.1614 -0.1552 0.4332 0.2513 0.006
H -0.5402 5.2253 -3.3993 0.3293 -0.2610 -0.0431 0.012
H 1.0674 5.4580 -4.2221 -0.3878 -0.3182 0.4996 0.028
H 2.9861 6.2486 -0.2726 0.1133 0.1101 -0.9600 0.022
H 1.9592 7.3179 -1.2420 -0.1328 -0.2391 0.1128 0.011
H 3.2699 6.5965 -2.0738 0.9564 0.0080 -0.2057 0.003
H 3.5228 3.6937 -1.7761 0.8324 0.2348 0.1103 0.010
H 2.6350 3.2443 -3.2411 0.0837 0.5450 0.4483 0.033
H 2.3287 2.5154 -1.7665 -0.9008 -1.2856 1.0419 -0.025
H 2.2650 5.8897 2.0430 0.1369 -0.5038 0.2355 0.002
H 3.4677 4.5869 2.2183 1.0055 0.0531 0.0463 0.005
H 2.4284 5.0560 3.6135 0.4743 0.1493 -0.0008 0.019
H -0.1954 4.0204 3.8470 -0.1821 -0.7252 -0.0357 0.031
H 0.6877 2.5353 4.2731 0.2783 -0.2089 0.3083 0.012
H -0.6020 2.4349 3.0949 -1.1349 -0.6217 -0.4333 -0.017
H 2.9216 2.5768 0.5601 0.3766 -0.1765 -0.4526 -0.008
H 1.5778 1.4142 0.9205 -0.1332 0.0560 -0.4522 0.013
H 2.8588 1.5881 2.1054 -0.4618 0.8816 -1.0563 0.054
C -1.6056 -11.5433 2.6193 1.4632 0.0236 0.9602 -0.073
C -0.9739 -10.5792 1.6116 -0.0655 -1.7574 -0.6019 -0.240
C -1.8542 -9.4865 1.3698 -0.5110 2.4851 -2.5841 -0.198
C -1.7096 -8.5741 0.1532 -0.5899 -1.7404 2.1682 -0.347
N -0.6157 -8.8790 -0.6751 1.2732 0.5741 -0.7742 -0.418
C 0.2132 -9.9659 -0.4314 -0.3912 -0.7874 0.6110 -0.145
C 0.0074 -10.8589 0.6214 -0.3909 0.9005 1.0729 -0.065
H -2.3206 -12.2121 2.1644 -0.2293 -0.3346 -0.4985 0.059
H -2.2089 -10.9023 3.2778 0.2866 -0.3770 0.2260 0.067
H -0.9075 -12.2011 3.2480 -0.7159 1.0440 -0.8736 0.084
H -2.2871 -8.9761 2.1933 -0.6438 0.0889 0.6636 0.054
H -2.0725 -7.5469 0.2649 0.7164 -0.1932 -0.4140 0.123
H 0.9981 -10.2191 -1.1448 -0.2945 0.6879 0.0080 0.094
H 0.7114 -11.6707 0.8314 -0.2248 0.1815 -0.5506 0.093
```
Forces are in eV/Å.

---

Entry 3:
This record from OMol25 describes 2 unconnected molecules or ions with the total composition C16H39IN4OP. The level of theory is ωB97M-V/def2-TZVPD.

## Properties
Kohn-Sham gap   0.1454 Ha
Total charge   -1
E_HOMO   -1.985 eV

Geometry as XYZ:
```
62
Properties=species:S:1:pos:R:3:forces:R:3:lowdin_charge:R:1
C 3.3746 -4.5511 0.8131 -0.4194 -0.4636 0.3362 -0.119
C 3.5212 -4.1205 2.2694 0.7538 0.2092 -0.0037 -0.261
C 3.5493 -2.5996 2.5161 -0.5188 -0.2758 0.1859 -0.211
C 2.4866 -1.7678 1.7742 0.2316 0.4259 0.3509 -0.221
C 1.3392 -1.3231 2.6950 0.2507 0.5331 -0.3194 -0.215
C 0.2298 -0.5569 1.9401 -0.2772 -1.1380 0.6749 -0.193
C -0.9626 -1.4538 1.5238 0.3756 0.6005 -0.6506 -0.203
C -0.6411 -2.5821 0.5308 -0.1458 -0.1789 0.4378 -0.218
C -0.2237 -3.8941 1.2040 -0.4332 -0.4329 -0.5408 -0.242
C -1.3772 -4.5842 1.9883 0.6012 0.3048 0.8906 -0.537
N -1.0421 -4.6947 3.4164 -0.0258 0.1188 -0.0829 -0.647
I -2.4627 -3.7268 4.5869 0.0178 -0.0480 0.0064 0.339
H 4.1920 -4.2015 0.1810 -0.0230 0.1326 0.0071 0.070
H 3.3567 -5.6444 0.7811 0.1453 0.0113 -0.1160 0.069
H 2.4138 -4.2437 0.4045 0.0961 0.1478 -0.1375 0.038
H 2.7840 -4.5998 2.9147 -0.2803 0.0522 -0.2516 0.105
H 4.4898 -4.5058 2.6131 -0.0742 -0.0449 0.1258 0.093
H 3.3540 -2.4570 3.5843 0.1820 0.0471 0.0278 0.101
H 4.5567 -2.2084 2.3515 -0.0168 -0.0408 -0.2725 0.095
H 2.1087 -2.2395 0.8693 0.0256 -0.1906 0.0573 0.080
H 2.9719 -0.8407 1.4459 -0.0704 -0.0290 -0.1835 0.102
H 1.7994 -0.6086 3.3887 -0.0355 -0.1757 0.2084 0.101
H 0.9380 -2.1467 3.2898 -0.0980 -0.0460 -0.0899 0.108
H 0.6903 -0.0615 1.0815 -0.2456 0.1530 -0.0852 0.095
H -0.1643 0.1852 2.6394 -0.0116 0.2338 -0.2424 0.098
H -1.4516 -1.8649 2.4090 0.1067 -0.0386 0.0726 0.046
H -1.6985 -0.8038 1.0352 -0.0022 0.0773 0.1074 0.087
H -1.5647 -2.7858 -0.0220 0.0839 -0.0701 -0.1280 0.098
H 0.0999 -2.2714 -0.2138 0.0026 0.1888 0.0577 0.096
H 0.0926 -4.5953 0.4185 0.1725 0.1088 -0.0232 0.087
H 0.6078 -3.7695 1.8943 0.0126 0.0080 0.0195 0.063
H -2.2949 -4.0113 1.8242 -0.1244 -0.2257 -0.2838 0.031
H -1.4925 -5.6055 1.5835 -0.2745 0.0846 -0.1781 0.067
O -0.7849 1.1406 -1.4676 1.2829 -0.5599 -3.3110 -0.291
P -0.9410 2.5049 -2.0799 -2.4766 2.3898 5.1618 0.703
N 0.2735 3.3797 -1.2278 0.0610 -0.1176 -0.6508 -0.298
C 0.2949 4.8168 -1.0431 -0.1213 0.3231 -0.3300 -0.136
C 1.6323 2.8846 -1.4305 0.0534 -0.4498 0.0951 -0.141
N -2.5301 2.8123 -1.4288 -0.0957 0.4032 0.0379 -0.347
C -2.7183 3.7247 -0.3173 0.0846 0.2823 -0.1110 -0.140
C -3.3540 1.6190 -1.2489 0.1205 -0.1599 0.0006 -0.142
N -1.2314 3.6707 -3.3666 0.8263 -2.2732 -1.3360 -0.280
C -2.5898 3.8228 -3.9137 -0.2320 0.1453 0.1006 -0.132
C -0.3344 3.3907 -4.5175 0.4123 0.3313 0.2320 -0.138
H 0.5408 5.3729 -1.9593 0.0145 -0.0264 0.0057 0.078
H 1.0499 5.0622 -0.2925 0.0516 -0.1288 -0.0240 0.083
H -0.6443 5.1992 -0.6584 -0.0561 -0.0750 -0.1203 0.046
H 2.0867 3.2799 -2.3518 0.0324 0.0625 0.0742 0.068
H 1.6414 1.7963 -1.4822 -0.1095 0.0124 -0.0024 0.073
H 2.2687 3.1732 -0.5916 -0.0669 0.0607 0.0227 0.081
H -2.0940 3.4740 0.5501 -0.0231 0.0709 0.0414 0.090
H -3.7630 3.7047 -0.0001 0.0036 -0.1492 -0.0109 0.078
H -2.5295 4.7595 -0.6153 0.0850 -0.0375 0.0314 0.058
H -3.1127 1.0737 -0.3305 0.0055 -0.0629 -0.0429 0.078
H -3.2356 0.9309 -2.0847 0.0475 -0.0140 0.0482 0.072
H -4.4077 1.9109 -1.2129 0.0351 0.1261 0.0132 0.079
H -3.0390 2.8742 -4.2164 -0.0443 0.0051 -0.0408 0.085
H -2.5372 4.4729 -4.7917 0.1985 -0.0987 -0.0243 0.077
H -3.2470 4.3097 -3.2018 0.0460 -0.1436 0.1331 0.072
H -0.5991 2.4594 -5.0271 -0.0378 0.0390 -0.0774 0.083
H 0.7028 3.3091 -4.1833 -0.0420 -0.0289 0.0634 0.064
H -0.3785 4.2053 -5.2408 -0.0371 0.0350 0.0435 0.076
```
Forces are in eV/Å.

---

total charge of number 3 (C16H39IN4OP)?
-1

---

Which of these has the lowest total charge?
C16H39FeN6O2S4SbSi4Te